Record 1
Molecular formula: C4H6NOS2
Method: DFT, wB97M-V/def2-TZVPD

Last column: Mulliken charge in e.
Positions of all 14 atoms, in Å:
S 4.06817 -1.38567 -2.27075  -0.898
S 0.10072 1.38108 -1.65734  -0.127
O 0.91005 -0.63014 1.41755  -0.748
N 0.41501 0.02787 0.41783  0.547
C -0.96067 0.42430 0.44004  0.271
C -1.80809 0.01835 1.55416  -1.194
C -1.31155 1.20504 -0.55983  -0.360
C 1.10119 0.35429 -0.66723  -0.293
H -2.37795 0.71499 2.21044  0.315
H 2.09947 0.41389 -0.73412  0.487
H -1.08346 -0.53537 2.18603  0.356
H -2.21277 1.34424 -1.05575  0.388
H 3.45225 -2.65436 -2.31334  -0.045
H -2.39238 -0.67852 1.03233  0.301

- total energy (Eh) = -1082.31098
- energy above the lowest of the compared OMol25 structures with the same formula, charge and spin (kcal per mole) = 29.5
- charge = -1
- highest occupied orbital energy (eV) = -2.57

---

Record 2
Molecular formula: CH6NS
Method: DFT, wB97M-V/def2-TZVPD

Last column: Mulliken charge in e.
Positions of all 9 atoms, in Å:
S -1.29752 0.19690 -1.48762  -0.078
N 0.41282 -0.86709 0.23870  -0.345
C -0.15029 0.43309 -0.14904  -0.494
H -0.63427 1.05916 1.18656  0.363
H 0.64373 1.10429 -0.63230  0.316
H 0.74012 -1.40792 -0.59798  0.350
H -1.79726 -0.89267 -0.82916  0.145
H 1.29626 -0.84765 0.85129  0.393
H -0.34695 -1.31701 0.66341  0.349

- total energy (Eh) = -494.29091
- energy above the lowest of the compared OMol25 structures with the same formula, charge and spin (kcal per mole) = 40.8
- charge = +1
- highest occupied orbital energy (eV) = -14.50

---

Record 3
Molecular formula: C3H10O2
Method: DFT, wB97M-V/def2-TZVPD

Last column: Mulliken charge in e.
Positions of all 15 atoms, in Å:
O 2.57749 -1.68709 -2.82988  -0.625
O -0.36289 0.28249 -1.00684  -0.514
C 0.43560 0.83260 1.45339  -0.932
C -1.11234 0.81503 1.13746  -0.275
C -1.20387 -0.41123 0.09973  -0.546
H 0.92743 0.76592 0.45251  0.234
H -1.08983 0.35898 -1.68207  0.293
H 0.99446 1.75363 1.79495  0.321
H -2.24426 -0.59902 -0.07336  0.347
H -0.79257 -1.30372 0.41749  0.311
H 1.78257 -2.21023 -2.60868  0.313
H 2.40671 -1.01128 -2.25167  0.310
H -1.62237 0.50655 2.12804  0.253
H 0.67161 0.01876 2.18226  0.257
H -1.36774 1.88860 0.78669  0.251

- total energy (Eh) = -270.70156
- energy above the lowest of the compared OMol25 structures with the same formula, charge and spin (kcal per mole) = 44.1
- highest occupied orbital energy (eV) = -10.56